Molecular formula: C36H33F8N2O27P
Method: DFT, the ωB97M-V functional and the def2-TZVPD basis

Output
Kohn-Sham gap, eV: 7.483
SMILES: C#Cc1c(C=C)cc(P(=O)(O)O)c2nccnc12.O=C1OC[C@@H](F)O1.O=C1OC[C@@H](F)O1.O=C1OC[C@@H](F)O1.O=C1OC[C@@H](F)O1.O=C1OC[C@@H](F)O1.O=C1OC[C@@H](F)O1.O=C1OC[C@@H](F)O1.O=C1OC[C@@H](F)O1
Charge: 0
2S+1: 1

The geometry in XYZ format:
```
107
Properties=species:S:1:pos:R:3:lowdin_charge:R:1
P -3.722 -1.693 -0.646 0.580
F -7.776 -4.300 -0.173 0.074
F 2.187 7.947 -0.744 0.079
F 3.663 -0.017 6.857 0.082
F 3.782 0.507 0.245 0.082
F -1.766 1.796 -6.234 0.074
F 2.298 -2.778 -3.050 0.075
F 5.090 -2.881 -0.437 0.069
F -4.052 4.697 5.794 0.079
O 2.368 0.952 -4.886 0.158
O 3.249 -0.809 4.794 0.138
O 3.988 -3.723 -5.881 0.078
O 4.654 -5.069 -0.138 0.132
O 2.010 -0.878 0.170 0.122
O -1.934 4.964 5.087 0.099
O 2.253 -4.102 -7.273 0.179
O 2.191 5.819 -1.467 0.149
O -5.361 -1.457 -0.272 -0.175
O 0.459 -0.205 -4.558 0.064
O 1.041 -0.129 -1.715 0.080
O 0.283 5.381 5.217 0.169
O 0.157 5.181 -0.730 0.041
O 4.364 -5.081 2.098 0.079
O 0.448 1.624 -5.874 0.140
O -3.190 -3.141 -0.035 -0.172
O -7.829 -5.601 -4.405 0.173
O -6.092 -5.240 -3.011 0.081
O -3.651 -1.682 -2.154 -0.327
O 4.405 -7.029 0.961 0.174
O 5.365 -0.964 4.035 0.088
O -0.017 -1.647 -0.451 0.152
O 1.874 -3.577 -5.109 0.139
O 3.639 -1.335 2.630 0.141
O -0.872 4.814 7.071 0.079
O 1.546 3.661 -1.616 0.173
O -8.205 -5.084 -2.237 0.136
N -0.537 1.109 3.007 0.115
N -1.834 -1.504 1.991 0.094
C 3.015 -0.235 -0.591 -0.316
C -6.019 -4.771 -1.668 -0.066
C -0.413 -0.130 3.597 -0.077
C -0.989 4.686 2.299 0.104
C -1.353 1.004 1.872 -0.140
C -2.438 2.372 -0.152 -0.135
C 1.415 6.988 -1.310 -0.320
C 2.729 -3.658 -3.987 -0.316
C -3.060 1.082 -0.669 0.017
C -1.034 3.653 1.639 -0.053
C -1.057 -1.414 3.122 -0.063
C -2.783 4.256 5.969 -0.317
C 4.097 -0.895 5.923 -0.319
C 4.059 -3.247 -4.541 -0.062
C 4.471 -5.841 0.975 -0.538
C -2.658 3.633 -2.338 0.000
C 4.629 -3.733 1.712 -0.061
C -1.974 -0.264 1.354 -0.187
C 0.327 6.549 -0.377 -0.070
C -0.745 0.910 -6.133 -0.317
C -2.261 4.637 7.321 -0.064
C -1.629 2.307 1.088 -0.048
C -0.743 5.083 5.743 -0.539
C 1.200 0.804 -5.085 -0.532
C -7.414 -5.332 -3.323 -0.537
C -7.350 -5.177 -1.115 -0.322
C -0.895 0.048 -4.918 -0.048
C 1.323 4.781 -1.300 -0.524
C 5.431 -0.489 5.376 -0.055
C 4.308 -3.753 0.250 -0.313
C -2.743 3.676 -0.958 -0.129
C 2.223 0.632 -1.515 -0.055
C 0.924 -0.947 -0.649 -0.543
C 2.665 -3.825 -6.193 -0.535
C 4.046 -1.059 3.717 -0.507
C -2.840 -0.203 0.091 -0.143
H -1.002 5.627 2.910 0.069
H 4.194 -2.162 -4.548 0.148
H -1.399 0.562 -4.095 0.139
H 4.066 -1.910 6.329 0.178
H -0.644 0.355 -7.070 0.177
H -5.875 -3.687 -1.670 0.124
H 0.232 -0.188 4.528 0.107
H 4.892 -3.702 -4.006 0.143
H -7.380 -6.193 -0.713 0.173
H 1.957 1.593 -1.072 0.119
H -0.879 -2.363 3.710 0.115
H -3.066 4.619 -0.422 0.114
H -3.694 1.103 -1.607 0.120
H -5.428 -0.571 0.154 0.074
H 6.260 -0.948 5.915 0.145
H -2.730 3.186 5.750 0.178
H 2.705 -4.672 -3.580 0.178
H 0.618 6.619 0.674 0.138
H -1.979 2.860 -2.818 0.074
H -5.188 -5.234 -1.136 0.141
H -2.212 -3.227 -0.124 0.081
H 5.571 0.595 5.372 0.151
H 5.679 -3.499 1.910 0.155
H -2.687 5.574 7.687 0.148
H -1.425 -0.880 -5.128 0.151
H -0.597 7.109 -0.523 0.144
H 2.739 0.811 -2.458 0.134
H -3.193 4.355 -3.026 0.074
H 3.256 -3.567 0.017 0.175
H 4.001 -3.030 2.266 0.098
H -2.430 3.860 8.067 0.143
H 1.061 7.328 -2.287 0.176
H 3.636 -0.981 -1.094 0.157
```



Molecular formula: C36H34AgBN4O3P2S6
Method: DFT, the ωB97M-V functional and the def2-TZVPD basis

Output
Energy relative to the best compared isomer or geometry (same formula, charge and spin), kJ/mol: 0.0
Kohn-Sham gap, eV: 4.482
Charge: -2
2S+1: 1

The geometry in XYZ format:
```
87
Properties=species:S:1:pos:R:3:lowdin_charge:R:1
Ag 0.593 -1.108 -1.111 0.458
S 2.612 -1.428 -2.702 0.585
S 1.834 -2.789 1.142 0.453
S -1.382 -2.630 -0.086 0.483
S 1.619 -5.716 0.556 0.896
S -1.303 -0.281 -5.318 0.470
S -1.081 -5.578 -0.484 0.882
P -1.466 0.831 0.738 0.683
P 1.326 0.628 1.883 0.681
O -0.912 0.939 -0.635 -0.373
O 0.298 -7.827 -0.334 -0.142
O 1.932 0.618 0.531 -0.373
N 0.506 -2.343 -5.071 -0.033
N -1.427 -2.744 -4.156 -0.129
N 2.682 1.105 -3.716 -0.131
N 2.079 -0.374 -5.189 -0.019
C -4.855 -0.919 -0.539 -0.080
C -1.849 2.494 1.382 -0.256
C 2.482 -1.512 5.187 -0.091
C 0.541 -3.615 -4.543 -0.101
C -3.693 -0.435 1.935 -0.093
C 1.553 3.361 1.640 -0.068
C -4.922 -1.068 1.861 -0.092
C 3.583 -0.564 2.819 -0.109
C 0.281 -6.627 -0.120 -1.082
C -2.458 5.093 2.176 -0.102
C -0.650 -3.872 -3.966 -0.068
C -2.295 2.749 2.676 -0.085
C -2.595 4.042 3.075 -0.094
C 0.875 -4.112 0.560 -1.220
C -5.505 -1.306 0.622 -0.092
C 1.698 -0.795 4.298 -0.104
C 2.142 0.841 -5.820 -0.102
C 4.364 -1.285 3.709 -0.084
C -1.712 3.551 0.488 -0.070
C 1.059 2.629 3.876 -0.081
C 3.078 1.694 -2.457 -0.054
C -2.019 4.846 0.885 -0.087
C 1.301 2.330 2.538 -0.255
C 3.817 -1.756 4.892 -0.095
C -3.043 -0.039 0.770 -0.324
C -3.623 -0.285 -0.470 -0.110
C 2.248 -0.309 3.117 -0.334
C 2.426 -0.218 -3.900 -0.725
C 1.300 4.973 3.407 -0.102
C -0.717 -1.807 -4.848 -0.782
C 1.550 4.680 2.074 -0.085
C 1.056 3.946 4.310 -0.096
C -0.387 0.049 1.964 -0.336
C -0.383 -4.056 0.070 -1.191
C 2.523 1.772 -4.916 -0.075
C -2.799 -2.600 -3.733 -0.072
B 1.661 -1.709 -5.885 -0.514
H 2.526 1.235 -1.640 0.032
H -3.226 -0.293 2.903 0.095
H 1.738 5.480 1.368 0.100
H -3.081 -0.010 -1.368 0.108
H 1.864 0.942 -6.853 0.106
H 1.444 -4.196 -4.563 0.108
H 0.864 4.172 5.352 0.096
H 1.292 -1.446 -7.016 0.060
H -3.260 -1.831 -4.351 0.035
H -1.906 5.664 0.183 0.099
H -0.352 -1.026 1.702 -0.007
H -0.797 0.189 2.968 0.059
H 2.648 2.837 -4.997 0.099
H 1.743 3.107 0.603 0.107
H 5.393 -1.509 3.459 0.101
H 4.421 -2.342 5.573 0.094
H -2.690 6.104 2.488 0.094
H 2.864 2.763 -2.499 0.081
H 2.605 -2.476 -5.881 0.062
H 4.144 1.541 -2.274 0.088
H 2.043 -1.910 6.094 0.096
H 0.647 -0.649 4.517 0.096
H -6.460 -1.815 0.564 0.095
H -2.934 4.231 4.086 0.097
H -2.845 -2.301 -2.684 0.040
H 1.295 6.002 3.744 0.094
H -0.992 -4.707 -3.380 0.087
H -3.314 -3.552 -3.865 0.085
H -2.407 1.937 3.386 0.096
H 3.979 -0.241 1.864 0.110
H -5.292 -1.134 -1.507 0.104
H 0.881 1.829 4.586 0.097
H -1.361 3.334 -0.514 0.109
H -5.417 -1.396 2.767 0.095
```



Molecular formula: C36H34B2ClF4N7O6P2Se2Ti
Method: DFT, the ωB97M-V functional and the def2-TZVPD basis

Output
Energy relative to the best compared isomer or geometry (same formula, charge and spin), kJ/mol: 320.6
Kohn-Sham gap (spin up / spin down), eV: 7.155 / 6.425
Charge: 0
2S+1: 3

The geometry in XYZ format:
```
95
Properties=species:S:1:pos:R:3:lowdin_charge:R:1
Se 2.473 -5.106 0.011 0.315
Se -1.663 1.341 0.036 0.774
Ti -0.579 1.990 2.431 0.935
Cl -3.043 -2.360 2.404 0.587
P -0.162 0.245 -1.044 0.766
P 1.180 -3.756 -0.941 0.517
F -0.545 4.019 4.761 0.138
F 2.753 3.378 0.148 0.220
F -1.718 3.091 6.545 0.208
F 1.756 3.197 2.251 0.149
O -2.432 2.654 4.354 0.084
O -0.263 1.769 5.302 0.098
O -3.480 0.943 2.229 -0.011
O 1.507 1.478 0.671 -0.036
O 0.463 3.763 0.402 0.073
O -1.410 0.355 2.853 -0.201
N 1.095 -2.642 1.481 0.020
N -2.025 2.988 3.085 -0.108
N 1.108 0.755 1.818 -0.124
N -0.491 3.648 1.377 -0.125
N 0.902 -0.564 1.353 -0.076
N 1.148 -1.565 2.177 0.101
N 0.374 1.622 4.138 -0.044
C 3.997 -2.132 -3.361 -0.085
C -3.227 -1.009 3.563 -0.439
C 2.376 0.930 5.410 0.027
C -0.346 -4.604 -1.400 -0.370
C 0.702 2.232 -2.720 -0.093
C -1.308 -4.789 -0.411 -0.093
C 1.975 -2.169 -4.656 -0.070
C 3.326 -1.877 -4.550 -0.077
C 3.328 1.336 -2.859 -0.061
C -1.084 -0.406 -3.607 -0.091
C -2.390 4.114 2.519 -0.206
C 2.412 0.649 -2.083 -0.070
C 1.293 -2.725 -3.583 -0.097
C -1.505 4.462 1.431 -0.233
C -3.519 4.956 2.997 0.030
C -1.702 5.627 0.528 0.029
C 3.320 -2.684 -2.286 -0.127
C -0.445 -5.288 -2.607 -0.092
C -3.115 -1.631 -3.987 -0.069
C -2.514 -6.266 -1.869 -0.077
C -1.194 -0.646 -2.241 -0.364
C -2.035 -0.915 -4.479 -0.073
C 3.480 0.314 2.567 0.015
C 1.097 1.090 -2.031 -0.346
C 2.935 2.460 -3.572 -0.062
C -2.282 -1.367 -1.750 -0.114
C -2.713 0.222 2.837 -0.725
C 2.091 0.720 2.900 -0.178
C 1.626 2.913 -3.496 -0.059
C 1.962 -2.978 -2.392 -0.346
C -2.389 -5.622 -0.647 -0.069
C 0.795 -2.366 0.187 -0.351
C 1.600 1.084 4.140 -0.220
C -1.543 -6.102 -2.846 -0.072
C 0.635 -0.971 0.070 -0.217
C -3.242 -1.849 -2.623 -0.059
B -1.269 2.922 5.278 -1.033
B 1.652 3.016 0.850 -1.089
H -2.628 -1.240 4.439 0.084
H -3.188 5.979 3.179 0.097
H -4.311 4.979 2.246 0.101
H 3.850 -2.917 -1.370 0.077
H 2.718 -0.221 -1.516 0.099
H -3.364 -6.910 -2.059 0.105
H 0.249 -2.973 -3.680 0.092
H -0.320 2.583 -2.631 0.109
H 4.355 0.997 -2.896 0.109
H -4.279 -0.914 3.804 0.083
H -1.198 -4.297 0.550 0.092
H -1.862 6.531 1.117 0.094
H -3.910 4.536 3.920 0.095
H 3.040 1.788 5.533 0.106
H 1.448 -1.973 -5.583 0.108
H 3.777 0.769 1.621 0.096
H 2.966 0.018 5.406 0.093
H -2.397 -1.509 -0.682 0.083
H -3.868 -2.009 -4.667 0.107
H 3.857 -1.470 -5.401 0.108
H 3.563 -0.772 2.467 0.092
H -2.578 5.470 -0.104 0.103
H -1.938 -0.736 -5.542 0.107
H 3.655 2.993 -4.179 0.107
H -0.255 0.178 -3.984 0.101
H 1.325 3.805 -4.030 0.109
H -0.825 5.753 -0.102 0.088
H 0.338 -5.205 -3.350 0.105
H -1.624 -6.624 -3.790 0.106
H -3.131 -5.763 0.129 0.108
H -4.092 -2.386 -2.227 0.111
H 1.680 0.917 6.244 0.089
H 4.165 0.641 3.346 0.091
H 5.054 -1.912 -3.273 0.110
```



Molecular formula: C36H34Cl3N8O3S4SbTi
Method: DFT, the ωB97M-V functional and the def2-TZVPD basis

Output
Energy relative to the best compared isomer or geometry (same formula, charge and spin), kJ/mol: 84.8
Kohn-Sham gap, eV: 4.218
Charge: -2
2S+1: 1

The geometry in XYZ format:
```
90
Properties=species:S:1:pos:R:3:lowdin_charge:R:1
Sb -1.375 -3.399 1.671 -0.105
Ti -0.791 -0.360 0.770 0.363
Cl -6.591 3.952 2.588 0.605
Cl -1.534 2.042 2.472 0.790
Cl -5.472 -0.645 -0.012 0.701
S -0.771 -2.267 -0.456 0.109
S -3.596 -3.722 1.874 -0.250
S 0.117 -5.082 1.892 -0.279
S -0.576 -1.434 2.837 0.058
O 1.823 7.069 -1.317 -0.115
O -2.756 -0.186 0.993 -0.313
O 0.783 0.496 0.749 -0.319
N 3.475 0.515 -3.074 -0.080
N 1.560 -0.670 -2.158 -0.099
N 2.698 -1.552 -4.120 -0.091
N -1.690 2.865 -2.137 0.013
N 3.786 -1.615 -1.934 -0.082
N -1.380 1.035 -0.957 0.024
N -1.592 9.477 -3.615 0.143
N 1.764 4.563 -0.371 0.020
C -1.697 4.237 -2.438 -0.151
C -1.984 4.675 -3.730 0.002
C -1.651 6.954 -3.036 -0.234
C -1.520 0.682 -2.284 -0.100
C 3.553 3.930 -1.884 -0.014
C 1.412 -1.372 -3.423 -0.197
C 2.660 0.434 2.168 -0.062
C -1.368 6.513 -1.746 -0.015
C -1.502 2.329 -0.900 -0.152
C 4.505 5.566 -3.375 -0.133
C -1.618 8.358 -3.355 -0.198
C -3.591 0.729 1.344 -0.460
C -3.222 1.869 2.088 -0.543
C -1.959 6.023 -4.025 -0.025
C 1.760 8.352 -1.887 -0.111
C 2.731 6.186 -1.870 -0.215
C -4.113 2.852 2.476 -0.143
C 2.165 0.635 -2.412 -0.175
C 3.632 6.527 -2.859 -0.059
C 4.067 2.336 2.468 -0.147
C 2.469 -1.438 -1.299 -0.179
C -1.705 1.796 -3.028 -0.029
C 1.392 3.226 -0.003 -0.166
C -5.864 1.649 1.346 -0.147
C 3.773 1.008 2.774 -0.146
C 2.669 4.869 -1.355 -0.192
C 2.148 2.500 0.927 -0.214
C 4.338 -0.286 -2.199 -0.176
C 3.587 -2.293 -3.212 -0.189
C 3.284 -0.221 -4.321 -0.195
C -5.438 2.726 2.106 -0.685
C -4.953 0.682 0.969 -0.574
C 3.289 3.055 1.582 -0.068
C -1.391 5.167 -1.447 0.016
C 1.866 1.143 1.288 -0.319
C 4.456 4.274 -2.883 -0.109
H 4.382 0.437 3.463 0.075
H 4.252 -0.338 -4.817 0.115
H 5.115 3.512 -3.280 0.092
H 2.700 8.898 -1.756 0.090
H -2.178 6.361 -5.029 0.118
H 4.461 0.240 -1.249 0.130
H 3.152 -3.278 -3.024 0.123
H 1.122 5.312 -0.185 0.093
H 5.205 5.840 -4.154 0.082
H -3.772 3.700 3.053 0.101
H -1.105 7.228 -0.978 0.123
H 0.742 -0.799 -4.074 0.115
H 0.700 2.707 -0.649 0.056
H -6.897 1.560 1.043 0.098
H 4.926 2.817 2.926 0.081
H 0.970 -2.353 -3.234 0.116
H -1.129 4.838 -0.451 0.109
H 2.028 -2.414 -1.094 0.097
H 4.556 -2.421 -3.703 0.115
H 3.662 7.535 -3.249 0.090
H 1.521 8.306 -2.955 0.090
H 2.596 -0.907 -0.355 0.114
H 2.369 -0.589 2.385 0.096
H 0.965 8.887 -1.371 0.083
H 3.509 2.924 -1.494 0.089
H -2.227 3.965 -4.506 0.104
H -1.825 1.922 -4.088 0.106
H -1.461 -0.348 -2.591 0.087
H 1.500 1.225 -3.050 0.123
H -1.416 2.911 0.000 0.086
H 2.624 0.358 -4.973 0.118
H 5.318 -0.395 -2.675 0.117
H 2.283 1.159 -1.463 0.094
H 3.542 4.083 1.351 0.091
```



Molecular formula: C36H34N5P2Zn
Method: DFT, the ωB97M-V functional and the def2-TZVPD basis

Output
Kohn-Sham gap, eV: 6.790
Charge: +1
2S+1: 1

The geometry in XYZ format:
```
78
Properties=species:S:1:pos:R:3:lowdin_charge:R:1
Zn -0.763 0.464 -0.032 0.486
P 0.556 2.481 0.526 1.038
P -0.248 -1.857 -0.831 1.058
N -4.049 -1.162 5.152 0.197
N -1.537 0.369 -3.081 -0.031
N -0.684 1.184 -2.268 -0.097
N -2.744 0.358 0.825 0.015
N 0.280 -0.203 1.453 -0.134
C -1.877 -4.802 -3.222 -0.067
C -2.715 -2.650 -1.702 -0.120
C 3.707 -2.951 -1.048 -0.071
C -0.334 -2.522 0.893 -0.250
C -1.020 4.731 0.407 -0.106
C 3.847 1.580 -2.548 -0.067
C 1.433 -2.245 -1.405 -0.362
C -3.882 0.600 0.164 -0.117
C 3.961 -2.845 -2.407 -0.080
C -1.300 6.089 0.447 -0.074
C 2.963 -2.404 -3.266 -0.075
C -4.043 -0.792 4.065 -0.160
C 2.449 -2.648 -0.543 -0.071
C 2.722 1.049 -0.490 -0.082
C 1.958 2.213 -0.600 -0.374
C 1.030 6.545 0.832 -0.064
C 1.095 -1.664 2.942 -0.053
C 1.312 5.190 0.797 -0.084
C 0.337 -1.527 1.798 -0.427
C 1.175 1.993 2.190 -0.243
C -3.225 -4.492 -3.148 -0.073
C 2.155 3.059 -1.694 -0.109
C 3.102 2.746 -2.658 -0.073
C 3.660 0.737 -1.462 -0.064
C 1.709 -2.097 -2.766 -0.118
C -1.355 -2.949 -1.781 -0.358
C -0.272 6.996 0.656 -0.066
C 1.524 -0.363 3.306 -0.046
C -5.129 0.384 0.716 -0.020
C 1.009 0.505 2.367 -0.403
C 0.284 4.273 0.581 -0.383
C -5.216 -0.092 2.013 0.026
C -0.940 -4.039 -2.539 -0.073
C -2.818 -0.088 2.077 -0.048
C -3.649 -3.420 -2.375 -0.076
C -4.033 -0.323 2.713 -0.176
H 0.109 -4.298 -2.593 0.106
H -1.311 0.467 -4.065 0.085
H -2.490 0.680 -2.959 0.064
H 4.935 -3.105 -2.799 0.111
H 2.150 -0.104 4.146 0.103
H 4.490 -3.274 -0.374 0.113
H 2.329 4.840 0.931 0.117
H -4.702 -3.179 -2.301 0.106
H -3.786 0.984 -0.845 0.109
H 2.221 2.289 2.294 0.099
H 4.242 -0.173 -1.372 0.100
H 1.830 7.255 1.002 0.112
H -1.547 -5.649 -3.810 0.110
H -1.882 -0.280 2.593 0.126
H 2.277 -2.702 0.524 0.099
H 0.594 2.552 2.928 0.094
H -3.950 -5.085 -3.691 0.109
H 4.575 1.328 -3.309 0.110
H 3.260 3.413 -3.496 0.109
H -1.815 4.012 0.242 0.088
H -2.316 6.436 0.318 0.108
H -6.020 0.588 0.140 0.121
H -0.485 8.057 0.679 0.111
H 0.262 0.829 -2.389 0.060
H -1.400 -2.639 1.117 0.081
H 0.123 -3.510 0.958 0.100
H -6.173 -0.282 2.480 0.136
H 0.927 -1.751 -3.435 0.105
H 1.321 -2.577 3.472 0.104
H 2.581 0.384 0.355 0.100
H 1.571 3.967 -1.783 0.104
H -3.035 -1.803 -1.106 0.074
H 3.163 -2.304 -4.325 0.110
H -0.662 2.152 -2.582 0.091
```



> Which formula does entry 2 have?

C36H34AgBN4O3P2S6